A structure of composition C54H47FIN9O5Tl, computed with ωB97M-V/def2-TZVPD.

Atoms and positions in Å:
C (-1.77, 1.62, -1.69)
H (7.30, 1.78, -4.22)
H (7.22, 3.44, -3.62)
H (4.40, 4.37, -5.87)
O (-0.54, 0.52, 0.10)
C (-4.71, -2.69, -0.23)
C (1.95, 3.16, -3.10)
C (-1.20, -3.67, -1.20)
C (-5.65, 4.31, 0.88)
C (1.18, -4.78, 5.78)
C (4.67, 4.37, -3.69)
O (-1.04, -3.05, 2.65)
C (3.07, 1.99, -1.29)
N (6.01, 3.05, -5.32)
H (5.40, 2.31, -5.64)
C (-6.37, 3.24, 1.40)
C (1.05, 2.76, 3.18)
C (1.56, -3.87, -1.32)
H (-5.39, -4.85, -2.76)
C (0.34, 1.63, 3.54)
C (0.34, -4.79, 3.51)
C (5.21, 4.31, -5.15)
C (-4.70, 0.36, 2.83)
C (2.98, -3.95, -1.28)
H (3.80, 5.04, -3.67)
H (5.94, 2.35, -2.05)
H (-2.13, -0.87, 5.72)
N (-3.70, 1.03, 2.31)
C (-4.25, 4.25, 0.68)
C (0.89, -2.75, -0.67)
H (6.73, 3.14, -6.05)
H (1.91, 1.01, 0.16)
N (-0.49, -2.68, -0.66)
C (0.31, -4.28, 4.82)
N (-0.03, -0.53, 3.90)
C (-4.55, -0.86, 3.70)
N (-3.10, -1.17, 3.79)
C (-2.41, -0.33, 4.77)
C (-3.10, 0.90, -1.51)
H (-1.42, 4.78, -3.95)
N (-0.93, 1.50, 4.03)
H (-3.01, 0.57, 5.06)
H (3.64, -1.16, 0.56)
C (3.06, 1.34, 3.08)
H (-5.05, -0.61, 4.66)
H (5.88, 5.18, -5.32)
H (1.29, -6.24, 2.18)
H (-7.45, 3.28, 1.42)
C (-4.81, -4.25, -2.08)
H (4.12, 1.26, 2.87)
F (4.20, 1.74, -0.54)
H (-6.16, 5.21, 0.62)
H (0.57, 3.73, 3.16)
C (-1.65, 2.54, -2.70)
H (-6.80, 0.61, 2.81)
H (4.78, -3.13, -0.40)
C (1.66, -1.79, 0.01)
H (-6.52, -3.45, -1.09)
O (-0.90, -5.02, 1.51)
C (2.18, -6.25, 4.15)
C (0.66, 1.83, -1.45)
H (1.13, -4.41, 6.81)
C (-3.52, 3.13, 1.05)
C (-5.63, 2.13, 1.80)
H (3.02, 3.42, 2.63)
O (-4.13, 1.60, -1.75)
H (-2.94, -2.16, 4.01)
H (2.91, -6.99, 3.93)
N (-5.90, 0.96, 2.53)
C (-0.59, -4.79, -1.83)
H (-2.49, 2.86, -3.28)
H (5.28, 1.15, -3.11)
H (-0.11, -1.56, 3.59)
N (4.34, 3.02, -3.25)
C (3.68, -3.04, -0.52)
C (-0.46, 3.64, -5.54)
N (-0.49, 3.15, -3.09)
C (-0.57, 1.19, -0.95)
H (5.40, 4.84, -3.05)
C (1.30, -5.79, 3.19)
C (-3.43, -4.25, -2.14)
C (3.03, -1.92, 0.06)
C (5.51, 2.21, -3.04)
C (1.88, 1.54, -0.78)
C (0.79, -4.88, -1.94)
C (0.72, 2.71, -2.58)
H (-1.26, -5.55, -2.18)
H (-2.92, -4.82, -2.91)
H (-1.35, 3.04, -5.77)
C (-2.67, -3.56, -1.19)
C (2.41, 2.59, 2.92)
H (1.27, -5.68, -2.46)
C (6.63, 2.60, -4.02)
Tl (-2.01, -1.36, 0.84)
H (-0.37, 4.48, -6.27)
H (1.98, 3.73, -4.01)
H (-3.76, 5.07, 0.19)
C (-5.46, -3.46, -1.14)
C (-0.49, 4.21, -4.13)
C (-0.61, -4.26, 2.48)
C (-4.22, 2.09, 1.66)
C (-1.14, 0.23, 4.17)
C (2.14, -5.73, 5.44)
I (3.47, -6.32, 6.95)
C (2.34, 0.18, 3.38)
H (-2.44, 3.05, 0.99)
C (-3.32, -2.70, -0.31)
H (0.44, 3.01, -5.65)
H (-5.10, -1.72, 3.24)
H (-0.42, -3.51, 5.12)
O (-3.10, -0.31, -1.14)
H (3.49, -4.70, -1.87)
C (3.17, 2.73, -2.54)
H (-5.20, -2.06, 0.52)
H (2.84, -0.76, 3.54)
H (1.14, -0.97, 0.49)
C (0.97, 0.34, 3.51)
H (0.35, 4.87, -3.94)

Kohn-Sham gap, eV: 6.1
LUMO level, eV: -3.44
Charge: +1

***

A structure of composition C54H47FN6O4S4W, computed with ωB97M-V/def2-TZVPD.

Atoms and positions in Å:
C (-1.86, -1.62, -0.45)
O (-0.10, -1.66, 7.98)
H (-3.68, 2.92, 3.33)
H (6.35, -3.20, 0.20)
C (1.47, -0.79, -5.35)
O (-1.09, -0.07, 2.01)
H (6.03, 2.06, -0.41)
C (-2.88, 4.81, 2.72)
C (3.74, -1.59, -5.23)
O (-1.79, -0.32, 7.15)
C (-0.16, -0.77, 2.54)
H (1.51, -3.41, -0.81)
H (-1.98, 6.57, 1.87)
H (4.57, -1.77, -3.26)
H (-1.10, 5.37, -0.12)
C (-1.61, 2.79, -3.53)
H (0.60, -0.52, -5.94)
H (-1.87, 0.17, 4.41)
C (1.49, 3.98, 1.12)
C (-0.92, -5.80, -1.51)
H (-2.81, 1.71, 1.34)
C (3.29, -2.23, -0.83)
C (5.30, -3.25, -0.03)
H (6.02, 1.96, -2.88)
C (1.29, 4.79, 3.35)
H (2.66, -1.32, -7.06)
H (0.52, -0.35, -3.47)
C (-4.15, -5.90, 0.38)
C (5.11, 2.20, -0.95)
C (-3.13, -1.51, 0.20)
C (-1.09, -0.45, 4.81)
C (4.59, -4.43, 0.18)
O (0.71, -1.21, 1.72)
C (3.23, -4.49, -0.10)
H (-4.33, -6.68, 1.12)
H (-1.97, -1.49, 8.85)
C (-2.28, 3.17, -4.68)
C (0.03, -1.54, 6.64)
C (1.21, 3.73, 2.45)
N (0.95, -0.88, -1.11)
H (-5.11, -5.52, 0.04)
C (-0.10, -1.02, 3.97)
C (-3.02, -2.72, -2.31)
N (-3.33, -4.83, 0.95)
N (-1.45, 1.13, -0.75)
C (-3.27, -6.39, -0.78)
N (0.21, 3.19, -1.13)
C (-2.11, 3.21, -2.30)
H (5.17, -1.20, -0.67)
H (-3.94, 4.24, -5.50)
C (-1.93, 3.48, 0.51)
C (-2.16, 5.51, 1.75)
C (3.92, 2.35, -3.04)
H (0.93, 2.74, 2.77)
H (-3.02, -3.19, -3.29)
C (1.42, -0.69, -3.97)
S (1.27, 2.65, -0.02)
S (2.51, -0.77, -1.46)
C (1.00, -2.10, 5.84)
F (-5.33, -3.07, -2.17)
C (2.76, 2.63, -0.97)
C (1.85, 5.24, 0.66)
C (4.64, -2.13, -0.53)
H (-3.56, -4.30, 1.77)
C (0.91, -1.82, 4.48)
C (-4.29, -1.97, -0.38)
H (-3.17, -1.03, 1.17)
H (3.93, 2.45, 0.83)
C (-3.43, 3.95, -4.59)
H (-0.90, -0.05, 9.00)
H (-3.06, -7.46, -0.73)
H (2.23, 7.27, 1.23)
C (-1.23, -0.86, 8.36)
C (5.10, 2.15, -2.34)
C (2.57, -3.39, -0.61)
C (-1.87, -2.25, -1.73)
C (1.94, 6.28, 1.56)
H (-0.13, -5.09, -1.25)
H (-5.25, -1.86, 0.11)
H (1.78, -2.72, 6.25)
H (-3.71, -6.17, -1.76)
H (-0.72, 2.18, -3.57)
S (-1.25, 2.62, -0.88)
H (3.92, 2.32, -4.12)
C (-3.26, 3.97, -2.19)
C (-2.65, 2.77, 1.46)
C (2.73, 2.60, -2.36)
C (-4.21, -2.58, -1.62)
H (1.64, -2.23, 3.79)
H (5.10, -5.29, 0.58)
C (3.93, 2.43, -0.25)
C (2.63, -1.24, -5.98)
H (1.08, 4.62, 4.40)
C (-3.92, 4.34, -3.36)
C (2.54, -1.05, -3.23)
H (-1.24, -5.62, -2.54)
H (-3.26, 5.33, 3.59)
H (-4.81, 4.95, -3.30)
H (2.06, 5.40, -0.39)
H (-0.53, -6.82, -1.43)
H (-0.92, -2.35, -2.25)
H (1.81, 2.76, -2.89)
H (-1.90, 2.86, -5.64)
S (-0.95, -3.59, 0.86)
C (-3.12, 3.45, 2.58)
C (1.65, 6.05, 2.91)
C (-0.99, -0.73, 6.14)
N (-2.03, -5.62, -0.61)
C (3.71, -1.49, -3.84)
N (1.01, 1.37, 0.68)
H (1.72, 6.87, 3.61)
C (-2.14, -4.73, 0.37)
H (4.64, -1.94, -5.71)
H (2.68, -5.41, 0.09)
W (-0.25, -0.21, 0.07)
H (-3.64, 4.28, -1.23)
C (-1.68, 4.85, 0.64)

Kohn-Sham gap (spin up / spin down), eV: 6.9 / 5.5
2S+1: 3
Expectation value of S²: 2.027
LUMO level (spin up / spin down), eV: -4.64 / -6.53
Charge: +2

***

A structure of composition C54H48IN6O2S5Sn, computed with ωB97M-V/def2-TZVPD.

Atoms and positions in Å:
C (-5.36, -4.36, -2.37)
H (4.41, -1.21, -3.21)
C (-0.51, 1.59, 7.01)
H (1.02, -0.57, 4.87)
H (-3.63, -2.60, -4.68)
C (4.30, -4.30, 2.34)
C (1.81, 3.77, 1.79)
H (-0.87, 2.91, -0.10)
I (-1.45, -4.91, -0.57)
C (-1.55, 2.37, -4.08)
H (-3.08, 2.84, 2.86)
H (3.57, 3.33, -1.53)
C (0.42, -2.87, -4.68)
C (0.34, 1.39, 4.38)
C (-2.44, 0.82, 3.12)
C (-2.74, -3.61, -3.01)
H (0.88, 3.84, 1.24)
H (-2.95, -1.09, 5.86)
N (-1.46, -3.22, -3.26)
C (3.22, 2.50, 3.28)
H (-1.94, -1.18, 3.57)
S (0.86, 1.30, 2.69)
H (-2.12, 3.25, -3.77)
H (-5.93, -3.31, -4.14)
Sn (-0.71, -1.41, -1.03)
H (3.36, 1.62, 3.89)
H (-1.19, 3.55, 6.47)
H (-0.43, 3.36, 4.12)
C (3.88, 2.62, -0.79)
N (3.06, -2.03, -5.18)
H (4.93, -3.18, 4.06)
C (-5.11, -3.60, -3.50)
H (5.86, 3.42, -0.59)
C (3.98, 4.60, 2.40)
C (-3.06, 1.99, 3.53)
H (-5.75, 2.30, -0.51)
H (0.27, -0.40, 7.24)
H (-2.22, 4.52, -1.44)
C (4.70, 0.74, 1.10)
N (-1.42, -0.74, 1.19)
H (2.31, -3.09, -0.13)
C (2.91, -3.14, 0.77)
C (2.23, -2.36, -6.18)
H (-6.36, -4.68, -2.13)
C (0.12, 0.43, 6.56)
H (3.72, -1.12, 3.36)
C (0.13, -3.12, -7.23)
H (-1.86, 2.10, -5.09)
C (-3.93, 1.56, 0.35)
H (-5.07, 0.72, -3.36)
H (2.99, -1.12, -2.13)
C (1.29, -2.53, -3.59)
C (2.62, -2.12, -3.95)
C (3.01, 1.63, -0.36)
C (-0.70, 2.65, 6.13)
C (-0.28, 2.56, 4.82)
H (-4.66, 4.20, -1.64)
C (-2.98, -0.23, 5.21)
C (-3.63, 2.05, 4.79)
C (2.03, 2.64, 2.57)
H (3.86, -2.64, -2.30)
N (1.65, -0.03, 2.56)
H (0.53, -2.59, -8.10)
H (-4.21, 2.20, -3.84)
C (3.56, -4.29, 1.17)
C (-4.68, 2.44, -0.41)
H (2.01, 1.54, -0.77)
S (2.14, -0.52, 1.04)
C (3.41, 0.71, 0.59)
C (5.17, 2.66, -0.27)
C (-2.97, 0.66, -2.96)
C (3.01, -2.00, 1.56)
C (0.93, -2.77, -6.00)
H (3.50, -5.19, 0.56)
C (-2.41, -0.29, 3.95)
C (-0.91, -3.31, -4.41)
C (5.58, 1.72, 0.66)
C (0.55, 0.32, 5.26)
H (-4.06, 0.72, -4.81)
H (0.22, -5.01, -6.75)
H (-0.85, 1.66, 8.03)
C (-4.15, 1.11, -3.79)
S (-0.33, 0.84, -2.20)
H (4.82, -5.20, 2.65)
H (-0.50, 2.63, -4.10)
N (-0.30, 1.69, 1.75)
C (2.78, 4.74, 1.70)
O (0.24, -4.50, -7.57)
S (-1.61, 0.66, 1.51)
H (5.02, 0.00, 1.81)
N (1.18, -0.64, -0.04)
H (-4.38, 0.71, 0.83)
H (-4.13, 2.95, 5.11)
H (-1.47, -3.80, -5.22)
C (-1.94, 2.82, -0.18)
H (4.75, 5.35, 2.32)
C (-1.76, 1.24, -3.12)
C (-3.82, -3.23, -3.82)
H (2.62, 5.61, 1.08)
C (4.37, -3.17, 3.14)
S (-3.32, -0.62, -1.85)
C (-2.57, 1.78, 0.47)
C (-4.07, 3.51, -1.04)
C (3.72, -2.01, 2.75)
C (-3.03, -4.32, -1.85)
C (3.54, -1.74, -2.83)
H (-4.49, -5.26, -0.62)
H (6.59, 1.74, 1.03)
C (-2.70, 3.69, -0.94)
C (4.19, 3.48, 3.19)
C (-4.31, -4.71, -1.53)
C (-3.58, 0.95, 5.63)
H (5.11, 3.37, 3.74)
H (2.66, -2.26, -7.17)
O (0.98, -2.63, -2.38)
H (-0.93, -2.85, -7.12)
H (-4.02, 1.00, 6.61)

Kohn-Sham gap, eV: 3.6
LUMO level, eV: 1.22
Charge: -1

***

A structure of composition C54H50BrCl2MoN6O4S, computed with ωB97M-V/def2-TZVPD.

Atoms and positions in Å:
C (18.86, 18.10, 18.34)
C (17.31, 19.33, 9.43)
H (8.72, 16.72, 11.25)
N (16.07, 14.49, 13.59)
H (18.36, 9.85, 17.52)
H (18.28, 7.36, 23.51)
Cl (14.83, 16.29, 16.96)
H (11.38, 17.19, 15.15)
C (19.85, 22.64, 20.33)
H (20.34, 21.11, 18.36)
C (14.39, 14.68, 16.42)
C (18.38, 18.92, 10.26)
H (20.12, 19.29, 16.99)
Br (11.82, 10.79, 17.84)
C (12.74, 11.79, 12.80)
C (19.78, 20.33, 18.78)
H (18.99, 17.80, 11.91)
C (17.60, 10.38, 21.29)
C (19.18, 20.36, 20.06)
Mo (16.38, 14.71, 15.67)
H (19.26, 19.66, 7.63)
H (18.56, 9.04, 23.65)
C (10.15, 9.16, 10.54)
H (17.88, 19.16, 21.40)
Cl (10.59, 11.73, 19.35)
C (9.64, 17.23, 16.86)
C (11.86, 11.05, 12.03)
C (15.67, 10.70, 16.85)
H (9.82, 9.17, 11.63)
H (12.41, 12.71, 13.33)
H (8.58, 16.35, 15.14)
C (18.40, 15.65, 17.77)
H (18.57, 21.28, 7.20)
H (8.75, 17.19, 17.49)
C (15.49, 13.67, 11.57)
C (10.87, 16.11, 13.58)
C (16.04, 18.89, 9.80)
C (18.11, 9.98, 18.56)
O (17.44, 20.21, 8.43)
H (18.02, 19.59, 16.14)
C (17.60, 11.22, 19.00)
C (17.50, 18.58, 14.26)
H (18.77, 8.05, 19.17)
C (16.36, 15.44, 12.62)
H (17.09, 12.37, 20.74)
C (9.32, 17.13, 15.34)
H (9.83, 8.23, 10.00)
H (17.40, 19.35, 13.49)
N (17.55, 14.68, 17.38)
C (18.40, 19.22, 20.42)
C (7.47, 15.58, 12.62)
H (9.72, 10.07, 10.17)
C (16.91, 17.68, 11.67)
C (18.36, 17.04, 17.37)
H (20.93, 22.50, 20.15)
H (19.83, 15.87, 19.42)
C (18.14, 9.12, 20.85)
C (19.16, 15.23, 18.91)
C (15.81, 18.13, 10.95)
H (17.37, 10.56, 22.32)
C (15.42, 11.93, 15.00)
C (16.45, 11.94, 16.95)
C (15.07, 12.30, 13.67)
H (7.54, 14.63, 12.11)
C (18.17, 18.15, 11.32)
H (10.37, 18.11, 16.98)
H (14.18, 14.14, 17.30)
C (17.78, 18.73, 15.58)
C (19.57, 19.25, 17.96)
H (19.28, 22.81, 19.40)
C (18.82, 13.92, 19.16)
C (16.07, 14.88, 11.34)
H (14.33, 9.96, 15.30)
S (12.48, 15.58, 13.42)
O (11.58, 9.11, 10.51)
H (19.40, 19.19, 9.99)
C (14.99, 10.74, 15.70)
C (17.21, 12.27, 18.04)
C (14.52, 10.29, 12.21)
C (17.89, 17.37, 16.12)
C (13.66, 9.54, 11.43)
C (12.32, 9.91, 11.34)
H (8.57, 17.40, 12.92)
H (15.20, 19.35, 9.22)
H (8.90, 18.04, 14.93)
H (16.95, 8.40, 23.11)
N (9.94, 15.84, 12.64)
H (16.23, 15.36, 10.41)
C (17.85, 13.53, 18.18)
H (15.60, 10.06, 12.24)
O (19.20, 21.41, 20.87)
H (10.85, 11.35, 11.96)
H (15.61, 9.90, 17.58)
H (19.38, 21.04, 8.74)
C (14.08, 11.42, 12.91)
N (17.49, 16.48, 15.16)
C (18.04, 8.30, 23.06)
H (19.15, 13.36, 20.08)
H (17.62, 17.28, 19.86)
H (14.01, 8.64, 10.95)
H (19.61, 23.41, 21.05)
H (15.15, 12.94, 10.89)
C (18.76, 20.57, 7.99)
C (17.39, 11.35, 20.37)
H (7.38, 15.39, 13.69)
N (16.27, 12.69, 15.80)
C (18.24, 18.13, 19.58)
N (10.56, 16.92, 14.63)
H (10.26, 15.21, 11.94)
H (10.23, 16.38, 17.15)
C (18.37, 8.97, 19.49)
C (16.87, 16.69, 12.79)
H (14.78, 17.91, 11.26)
O (18.45, 8.16, 21.69)
H (13.63, 14.74, 15.66)
H (6.61, 16.12, 12.30)
C (15.52, 13.44, 12.95)
C (17.31, 17.23, 14.02)
C (8.69, 16.48, 12.33)

Kohn-Sham gap (spin up / spin down), eV: 5.5 / 5.4
2S+1: 3
Expectation value of S²: 2.036
LUMO level (spin up / spin down), eV: -3.74 / -3.74
Charge: +1

***

For reference, ΔE to the lowest compared entry with this formula, charge and spin by record: 24.1, 2.3, 23.1, 38.6 kcal per mole.
For reference, E_tot by record: -3524.780471, -4474.562678, -5068.253633, -6677.751329 a.u..